The following is a DFT calculation (wB97M-V/def2-TZVPD) of a 2-piece molecular cluster, C11H16BrF5IO5P overall in a non-equilibrium geometry.

ORCA input file:
```
! wB97M-V def2-TZVPD RIJCOSX def2/J DEFGRID3
* xyz 0 1
O -1.90759 -0.30691 2.90109
C -1.86494 -0.81947 1.66580
C -3.14166 -1.49344 0.86705
C -4.52745 -1.56382 1.79771
C -5.80740 -0.80927 1.11013
C -6.27962 0.58206 1.82922
F -5.85280 0.75319 3.23491
F -7.78863 0.56052 1.85567
C -5.86011 1.95310 1.00549
F -5.53929 2.98579 2.05423
F -4.65982 1.77280 0.14602
F -7.02680 2.50854 0.23083
O -0.55250 -0.82951 0.97980
C -0.03019 0.53009 0.77312
Br 1.33603 0.41966 -0.73948
P 0.98718 1.19267 2.29346
O 2.62946 1.53746 1.81076
I -0.08536 3.37323 2.91282
H -2.80988 -2.61212 0.61511
H -3.31768 -0.97841 -0.17530
H -4.80370 -2.72556 1.82319
H -4.32913 -1.27547 2.92502
H -5.58079 -0.60815 -0.04190
H -6.74460 -1.54763 1.12346
H -0.83794 1.32964 0.47601
H 3.03599 2.07179 2.55653
O 3.87768 1.25938 -3.73136
C 4.79328 0.65944 -3.17286
O 5.48511 -0.29860 -3.82730
C 6.69961 -0.89740 -3.34440
C 6.39929 -2.07443 -2.43837
C 5.09477 0.90916 -1.72416
H 7.34662 -0.15430 -2.86852
H 7.24189 -1.25520 -4.22812
H 5.84947 -1.76412 -1.54581
H 7.32443 -2.56491 -2.12203
H 5.77202 -2.80688 -2.95733
H 4.45555 0.27455 -1.10679
H 4.87955 1.95994 -1.50181
H 6.13999 0.75259 -1.46191
*
```

## Properties
* highest occupied orbital energy: -8.75 eV
* structure (SMILES): O=C(CCCC(F)(F)C(F)(F)F)O[C@H](Br)P(O)I.CCOC(C)=O
* LUMO level: -0.0098 hartree

***

The following is a DFT calculation (wB97M-V/def2-TZVPD) of C11H16ClMnO2P as an isolated structure in a non-equilibrium geometry.

ORCA input file:
```
! wB97M-V def2-TZVPD RIJCOSX def2/J DEFGRID3
* xyz 2 4
Cl -1.57405 -2.22423 2.30171
C 0.61479 -1.42598 -1.26903
C -0.07231 -0.35082 -1.95528
C -1.49046 -0.54043 -1.76671
H 0.39516 0.41708 -2.56243
C -1.68373 -1.78691 -1.05885
C -0.38043 -2.28310 -0.68558
H -0.19231 -3.23711 -0.19839
H 1.68256 -1.61145 -1.26429
H -2.30387 0.06339 -2.17275
C -2.98545 -2.49166 -0.91193
Mn -0.59728 -0.35467 0.05851
C -1.81119 0.91936 0.54596
O -2.48942 1.84260 0.79333
C -0.44998 -0.85225 1.95293
O 0.23864 -0.46036 2.86982
H -3.80861 -1.77013 -0.93588
H -3.04096 -3.04741 0.02903
H -3.14885 -3.20038 -1.73688
C 1.18731 2.32180 1.98728
P 1.07041 1.18434 0.55458
C 1.31659 2.39148 -0.80602
C 2.70512 0.34970 0.63778
H 0.33643 3.01505 1.98363
H 2.12006 2.89936 1.90630
H 1.19508 1.74946 2.92267
H 2.21914 2.98088 -0.59971
H 1.40768 1.88458 -1.77122
H 0.45332 3.06748 -0.84770
H 3.49166 1.11415 0.67532
H 2.74869 -0.25709 1.55165
H 2.84626 -0.30671 -0.22785
*
```

## Properties
* highest occupied orbital energy (alpha / beta): -17.20 / -17.40 eV
* ⟨S²⟩: 3.878
* LUMO level (alpha / beta): -0.3409 / -0.3950 hartree

***

The following is a DFT calculation (wB97M-V/def2-TZVPD) of C11H16CrN2O4S as an isolated structure in a non-equilibrium geometry.

ORCA input file:
```
! wB97M-V def2-TZVPD RIJCOSX def2/J DEFGRID3
* xyz 3 4
Cr 0.48348 1.51463 -1.80508
C 0.59577 1.89966 -0.04371
O 0.53091 2.25040 1.07532
C 0.40768 3.30866 -2.40232
O 0.33438 4.42260 -2.65022
C -1.41445 1.54616 -1.43179
O -2.48565 1.53525 -0.98030
C 2.41444 1.56320 -1.86799
O 3.56984 1.67919 -1.72479
C 0.43387 0.17408 -5.13569
H 1.37681 -0.38497 -5.04489
H -0.50640 -0.38474 -5.01697
C 0.43050 1.49205 -5.44215
H -0.51179 2.04380 -5.58192
H 1.37058 2.04280 -5.59999
C 0.33659 -3.37609 2.59721
C 0.96090 -2.00214 2.77323
N 1.00485 -1.14107 1.52432
C -0.01654 -0.94688 0.67713
S 0.34604 -0.68809 -1.04792
N -1.30226 -0.96659 1.04555
C -1.85904 -0.62514 2.42923
C -1.30553 0.63541 3.05324
H -0.67399 -3.28401 2.18083
H 0.28270 -3.87245 3.57588
H 0.96125 -3.98848 1.93163
H 0.47051 -1.41946 3.56303
H 2.01636 -2.07909 3.04385
H 1.92679 -1.10487 1.06340
H -1.94341 -0.70426 0.28384
H -2.92157 -0.49863 2.23203
H -1.76357 -1.50099 3.07477
H -1.61906 1.51282 2.46794
H -1.72645 0.72896 4.06710
H -0.20456 0.61828 3.11618
*
```

## Properties
* highest occupied orbital energy (alpha / beta): -20.78 / -18.81 eV
* ⟨S²⟩: 3.806
* LUMO level (alpha / beta): -0.4511 / -0.6148 hartree

***

The following is a DFT calculation (wB97M-V/def2-TZVPD) of C11H16F2N6O8S2V as an isolated structure in a non-equilibrium geometry.

ORCA input file:
```
! wB97M-V def2-TZVPD RIJCOSX def2/J DEFGRID3
* xyz 0 2
O 1.85194 -1.82200 -0.75110
V 2.04446 -1.35371 0.77466
N -0.13190 0.78845 1.15185
S -1.39460 1.05738 2.30372
O -2.79004 0.92526 1.90300
O -1.03885 1.91677 3.42248
F -1.24107 -0.37863 2.99172
S -0.81677 1.76592 0.23626
O -1.13109 3.10351 0.63165
O -1.64309 1.22292 -0.78086
F 0.59330 1.93946 -0.54008
O 0.06002 -6.26062 2.08198
C 0.90336 -5.29924 2.53741
O 0.81107 -4.16827 2.08878
O 1.95110 -5.64875 3.10497
H -0.48793 -5.72757 1.50128
C 0.79053 1.26663 -6.06355
C -0.38112 2.03394 -6.47892
N -1.30565 2.63031 -6.72201
H 1.26768 1.58990 -5.13839
H 1.39426 1.15670 -6.96439
H 0.43135 0.29515 -5.72397
C 6.05049 3.82185 0.49692
C 5.23287 2.59448 0.54886
N 4.59981 1.62006 0.53888
H 7.03257 3.76964 0.02693
H 6.11383 4.23167 1.50496
H 5.36025 4.49448 -0.01223
C -6.23641 -2.19606 0.07115
C -6.35838 -1.63384 -1.33889
N -6.44577 -1.21427 -2.41712
H -5.16693 -2.12403 0.26900
H -6.68536 -3.18792 0.01886
H -6.83580 -1.58752 0.74828
C 2.10675 3.93418 5.15286
C 3.42687 3.92105 5.73094
N 4.52362 3.91158 6.12978
H 1.42154 3.92007 6.00044
H 1.94669 3.04830 4.53830
H 1.76164 4.84182 4.65768
C -1.69404 -3.51218 -3.27587
C -2.40653 -4.58589 -2.54379
N -3.02023 -5.38597 -2.01949
H -1.17496 -2.82360 -2.60916
H -2.33274 -2.87267 -3.88512
H -0.95674 -4.01874 -3.89867
*
```

## Properties
* highest occupied orbital energy (alpha / beta): -10.13 / -9.83 eV
* ⟨S²⟩: 0.807
* LUMO level (alpha / beta): -0.2406 / -0.2297 hartree

***

| no. | E (hartree) |
| --- | --- |
| 1 | -4517.160449 |
| 2 | -2531.067072 |
| 3 | -2280.600932 |
| 4 | -3298.888528 |